This record from OMol25 describes CHBr3 as an isolated structure at a distorted geometry. The level of theory is ωB97M-V with the def2-TZVPD basis set.

Last column: Mulliken charge in e.
Positions of all 5 atoms, in Å:
C: 0.006 0.114 0.082  -0.306
Br: 0.796 0.086 -1.707  -0.026
Br: 0.626 -1.367 1.125  -0.001
Br: -1.887 0.151 0.036  0.018
H: 0.459 1.016 0.464  0.314

## Properties
**Energy relative to the best compared isomer or geometry (same formula, charge and spin)**: 0.0633 eV
**Gap between HOMO and LUMO**: 10.355 eV
**Max |F|**: 0.021 hartree/bohr
**HOMO energy**: -0.3798 Ha
**E_LUMO**: 0.020 eV

---

This record from OMol25 describes an isolated ion of composition BrO4S and charge -1 at a distorted geometry. The level of theory is ωB97M-V with the def2-TZVPD basis set.

Last column: Mulliken charge in e.
Positions of all 6 atoms, in Å:
O: 1.739 0.669 0.264  -0.606
O: 0.300 -1.024 1.052  -0.598
O: 0.463 -0.721 -1.335  -0.586
O: -0.907 1.172 0.052  -0.417
S: 0.551 -0.078 -0.021  1.230
Br: -2.147 -0.018 -0.012  -0.023

## Properties
**Energy relative to the best compared isomer or geometry (same formula, charge and spin)**: 1.0498 eV
**Gap between HOMO and LUMO**: 8.812 eV
**Max |F|**: 0.077 hartree/bohr
**Charge**: -1
**HOMO energy**: -0.1969 Ha
**E_LUMO**: 3.454 eV

---

This record from OMol25 describes one molecule with the formula C17H17ClN2O3 at a distorted geometry. The level of theory is ωB97M-V with the def2-TZVPD basis set.

Last column: Mulliken charge in e.
Positions of all 40 atoms, in Å:
C: 5.558 -1.912 -2.407  -1.698
C: 4.075 -1.887 -2.597  0.745
C: 3.261 -1.125 -1.780  -0.762
C: 1.879 -1.101 -1.957  0.499
O: 1.189 -0.312 -1.084  -0.302
C: -0.208 -0.222 -1.226  -0.349
C: -0.696 0.773 -0.171  0.367
O: -0.455 1.956 -0.204  -0.680
O: -1.405 0.127 0.732  -0.161
N: -1.908 0.661 1.933  -0.660
C: -2.451 1.812 2.044  0.649
N: -2.696 2.748 1.091  -0.453
C: -2.956 2.094 3.408  0.424
C: -4.124 2.828 3.596  -0.423
C: -4.581 3.091 4.875  -0.582
C: -3.878 2.631 5.975  -0.372
C: -2.719 1.893 5.793  -0.573
C: -2.261 1.621 4.517  -0.393
C: 1.307 -1.856 -2.971  -0.408
C: 2.098 -2.632 -3.809  0.304
C: 1.483 -3.448 -4.902  -1.808
C: 3.472 -2.634 -3.608  0.701
Cl: 4.472 -3.598 -4.648  -0.244
H: 5.849 -1.275 -1.577  0.358
H: 5.896 -2.928 -2.210  0.368
H: 6.061 -1.568 -3.310  0.366
H: 3.684 -0.531 -0.985  0.377
H: -0.476 0.172 -2.216  0.346
H: -0.693 -1.192 -1.058  0.404
H: -2.976 3.659 1.418  0.253
H: -2.091 2.753 0.278  0.238
H: -4.694 3.170 2.745  0.456
H: -5.492 3.655 5.012  0.380
H: -4.235 2.843 6.972  0.377
H: -2.172 1.528 6.649  0.379
H: -1.364 1.045 4.359  0.427
H: 0.240 -1.859 -3.128  0.352
H: 1.887 -3.150 -5.869  0.377
H: 1.715 -4.503 -4.761  0.374
H: 0.404 -3.325 -4.919  0.345

## Properties
**Energy relative to the best compared isomer or geometry (same formula, charge and spin)**: 2.9435 eV
**Gap between HOMO and LUMO**: 9.126 eV
**Max |F|**: 0.027 hartree/bohr
**Structure (SMILES)**: Cc1cc(OCC(=O)O/N=C(\N)c2ccccc2)cc(C)c1Cl
**HOMO energy**: -0.3094 Ha
**E_LUMO**: 0.706 eV

---

This record from OMol25 describes one molecule with the formula C7H10 at a distorted geometry. The level of theory is ωB97M-V with the def2-TZVPD basis set.

Last column: Mulliken charge in e.
Positions of all 17 atoms, in Å:
C: -0.027 -0.410 -3.831  -0.632
C: -0.664 -0.332 -2.670  -0.183
C: -0.451 0.350 -1.391  -0.286
C: -0.160 -0.382 -0.318  -0.360
C: -0.113 0.198 1.077  -0.416
C: 0.650 -0.129 2.116  0.048
C: 0.486 0.481 3.436  -1.169
H: 0.784 0.235 -4.162  0.266
H: -0.298 -1.168 -4.550  0.241
H: -1.459 -1.088 -2.611  0.241
H: -0.620 1.410 -1.330  0.350
H: -0.094 -1.458 -0.256  0.332
H: -0.795 1.043 1.035  0.277
H: 1.410 -0.879 1.942  0.358
H: 1.099 1.400 3.479  0.255
H: -0.519 0.801 3.699  0.322
H: 0.771 -0.071 4.337  0.355

## Properties
**Energy relative to the best compared isomer or geometry (same formula, charge and spin)**: 2.3882 eV
**Gap between HOMO and LUMO**: 9.541 eV
**Max |F|**: 0.045 hartree/bohr
**Structure (SMILES)**: C=C/C=C/C=C/C
**HOMO energy**: -0.3134 Ha
**E_LUMO**: 1.012 eV

---

This record from OMol25 describes a 3-piece molecular cluster, C2H9NO overall at a distorted geometry. The level of theory is ωB97M-V with the def2-TZVPD basis set.

Last column: Löwdin spin population.
Positions of all 13 atoms, in Å:
N: -1.175 -0.224 1.425  0.037
H: -0.988 -0.435 2.396  0.022
H: -3.073 4.973 -3.241  0.001
H: -0.405 -0.558 0.849  0.008
H: -1.979 -0.765 1.123  0.006
C: 1.608 -1.499 0.862  0.285
O: 0.932 -2.306 -0.190  0.109
C: 1.393 -1.024 -0.551  0.139
H: 1.661 -0.570 1.537  0.224
H: 2.535 -2.047 1.044  0.083
H: 0.574 -0.317 -0.725  0.040
H: 2.146 -0.896 -1.324  0.046
H: -3.231 5.667 -3.207  0.000

## Properties
**Energy relative to the best compared isomer or geometry (same formula, charge and spin)**: 3.7478 eV
**Multiplicity**: 2
**Gap between HOMO and LUMO (alpha / beta)**: 2.993 / 9.299 eV
**Max |F|**: 0.069 hartree/bohr
**Charge**: -1
**HOMO energy (alpha / beta)**: 0.0472 / -0.1859 Ha
**E_LUMO (alpha / beta)**: 4.278 / 4.240 eV

---

This record from OMol25 describes one molecule with the formula C8H14B2 at a distorted geometry. The level of theory is ωB97M-V with the def2-TZVPD basis set.

Last column: Mulliken charge in e.
Positions of all 24 atoms, in Å:
B: -1.917 0.791 -2.319  0.147
B: -0.001 0.387 1.873  0.384
C: 0.279 1.466 -1.571  -0.740
C: -0.641 0.494 -1.555  0.082
C: -0.706 -1.909 2.262  -1.141
C: 0.367 -1.454 1.598  -0.953
C: 1.596 1.280 -0.866  -0.685
C: -0.725 -0.604 -0.526  -0.746
C: 1.608 -0.087 -0.218  -0.918
C: 0.347 -0.348 0.541  1.117
H: -2.071 1.691 -3.108  -0.104
H: -2.983 0.207 -2.208  -0.088
H: 0.869 0.829 2.640  -0.095
H: -1.096 0.757 2.184  -0.070
H: 0.121 2.218 -2.210  0.621
H: -0.516 -2.655 2.928  0.364
H: -1.605 -1.502 1.995  0.295
H: 1.208 -1.916 1.965  0.357
H: 2.336 1.453 -1.686  0.359
H: 1.805 1.949 -0.084  0.384
H: -1.823 -0.467 -0.252  0.394
H: -0.534 -1.479 -1.023  0.357
H: 1.556 -0.877 -0.895  0.367
H: 2.526 -0.222 0.534  0.315

## Properties
**Energy relative to the best compared isomer or geometry (same formula, charge and spin)**: 1.8254 eV
**Gap between HOMO and LUMO**: 10.008 eV
**Max |F|**: 0.080 hartree/bohr
**HOMO energy**: -0.3581 Ha
**E_LUMO**: 0.265 eV

---

This record from OMol25 describes C3H10N2O3 as an isolated structure at a distorted geometry. The level of theory is ωB97M-V with the def2-TZVPD basis set.

Last column: Mulliken charge in e.
Positions of all 18 atoms, in Å:
C: -0.058 -0.743 -0.406  0.770
C: -1.099 0.118 -0.972  -0.830
C: 1.092 0.981 1.527  -0.914
N: 1.049 0.655 0.105  0.003
N: -2.380 -0.049 -0.328  -0.595
O: 2.401 0.672 -0.378  -0.444
O: -0.402 -1.468 0.694  -0.599
O: 0.754 -1.447 -1.290  -0.540
H: 2.356 0.054 -1.129  0.378
H: -1.343 -1.187 0.845  0.403
H: 1.123 -2.186 -0.783  0.342
H: -2.899 0.819 -0.268  0.195
H: -2.981 -0.749 -0.753  0.190
H: -1.110 0.118 -2.061  0.199
H: 0.215 1.230 -0.428  0.483
H: 0.070 1.064 1.896  0.324
H: 1.607 1.932 1.662  0.328
H: 1.604 0.185 2.067  0.308

## Properties
**Energy relative to the best compared isomer or geometry (same formula, charge and spin)**: 5.1280 eV
**Gap between HOMO and LUMO**: 7.819 eV
**Max |F|**: 0.031 hartree/bohr
**HOMO energy**: -0.2604 Ha
**E_LUMO**: 0.734 eV

---

This record from OMol25 describes one molecule with the formula C10H8BrN3O at a distorted geometry. The level of theory is ωB97M-V with the def2-TZVPD basis set.

Last column: Mulliken charge in e.
Positions of all 23 atoms, in Å:
N: 1.286 -4.410 1.191  -0.375
C: 2.118 -3.322 1.158  0.152
O: 3.304 -3.529 1.326  -0.645
C: 1.580 -1.976 0.851  0.173
C: 0.261 -1.655 0.625  -0.295
C: 0.161 -0.188 0.534  -0.190
C: -1.104 0.604 0.394  0.987
C: -1.168 1.711 -0.469  -0.541
C: -2.315 2.526 -0.503  -0.333
N: -3.382 2.274 0.280  -0.614
C: -3.298 1.242 1.142  -0.134
C: -2.234 0.349 1.179  -0.038
Br: -2.384 -1.138 2.465  -0.136
C: 1.468 0.295 0.691  -0.790
N: 2.288 -0.811 0.867  -0.049
H: 0.291 -4.243 1.244  0.209
H: 1.675 -5.258 1.569  0.250
H: -0.548 -2.327 0.480  0.581
H: -0.339 1.919 -1.129  0.422
H: -2.383 3.315 -1.230  0.377
H: -4.141 1.053 1.820  0.322
H: 1.800 1.339 0.708  0.428
H: 3.300 -0.744 0.993  0.237

## Properties
**Energy relative to the best compared isomer or geometry (same formula, charge and spin)**: 0.0000 eV
**Gap between HOMO and LUMO**: 9.476 eV
**Max |F|**: 0.044 hartree/bohr
**Structure (SMILES)**: NC(=O)c1cc(-c2ccncc2Br)c[nH]1
**HOMO energy**: -0.3309 Ha
**E_LUMO**: 0.472 eV

---

> Which of these has the highest max |F|?

C8H14B2

---

> Look up the energy relative to the best compared isomer or geometry (same formula, charge and spin) of the third one.

2.9435 eV

---

> Look up the energy relative to the best compared isomer or geometry (same formula, charge and spin) of the first one.

0.0633 eV

---

> energy relative to the best compared isomer or geometry (same formula, charge and spin) of number 8 (C10H8BrN3O)?

0.0000 eV